# 1
83
Properties=species:S:1:pos:R:3:forces:R:3:lowdin_charge:R:1 method="wB97M-V/def2-TZVPD" lumo_energy_ev="0.35 / 0.34" charge=0 spin_multiplicity=1
Fe -0.110 -0.145 -0.281 -0.81 -0.29 -0.29 0.46
C -1.735 -1.483 0.069 -0.06 -0.10 0.31 -0.07
C -1.409 -0.924 1.337 -0.09 0.32 -0.40 -0.14
C -0.033 -1.296 1.601 0.24 -0.32 -0.21 -0.15
C 0.394 -2.073 0.484 0.02 0.05 0.43 -0.08
C -0.653 -2.225 -0.462 0.19 0.43 0.00 -0.22
C -0.677 -3.151 -1.666 -0.06 -0.04 -0.06 -0.54
C -2.130 -3.482 -2.023 0.00 0.04 -0.01 -0.05
C 0.049 -4.453 -1.302 -0.01 0.01 0.01 -0.05
C -0.010 -2.551 -2.907 0.02 -0.01 -0.02 -0.03
C 0.802 -1.283 2.882 0.08 0.04 0.02 -0.51
C 2.259 -1.670 2.582 0.03 0.04 -0.03 -0.08
C 0.277 -2.375 3.832 0.01 -0.01 -0.02 -0.03
C 0.831 0.068 3.605 -0.01 0.04 0.04 -0.06
C -2.440 -0.102 2.127 -0.05 -0.05 0.06 -0.50
C -2.076 1.389 2.123 -0.01 0.01 0.00 -0.03
C -3.836 -0.255 1.501 0.01 0.01 -0.03 -0.06
C -2.629 -0.586 3.573 -0.01 -0.02 -0.01 -0.05
H -2.692 -1.384 -0.413 0.02 0.08 -0.05 0.11
H 1.369 -2.528 0.423 -0.03 -0.04 -0.14 0.11
H -2.677 -3.852 -1.154 0.01 -0.02 0.00 0.09
H -2.159 -4.249 -2.799 0.00 0.02 -0.01 0.08
H -2.649 -2.600 -2.405 -0.01 0.00 0.02 0.09
H -0.376 -4.901 -0.401 -0.01 -0.01 0.00 0.09
H 1.111 -4.275 -1.122 0.00 0.00 0.01 0.08
H -0.035 -5.173 -2.119 0.01 0.01 0.00 0.08
H -0.490 -1.615 -3.192 0.00 0.00 0.02 0.08
H -0.095 -3.250 -3.744 0.01 0.00 0.00 0.09
H 1.052 -2.361 -2.737 -0.01 0.01 0.02 0.08
H 2.335 -2.695 2.218 0.00 -0.01 0.02 0.08
H 2.843 -1.608 3.502 0.01 0.02 0.00 0.09
H 2.720 -1.005 1.851 -0.03 0.00 0.00 0.02
H 0.354 -3.352 3.351 0.00 0.00 0.00 0.09
H -0.761 -2.226 4.114 0.01 0.00 0.00 0.06
H 0.880 -2.395 4.744 0.00 0.00 0.00 0.09
H 1.061 0.879 2.916 0.00 -0.02 -0.03 0.02
H 1.601 0.058 4.380 0.00 0.00 0.00 0.09
H -0.110 0.309 4.091 0.01 0.00 -0.01 0.06
H -1.922 1.741 1.099 -0.01 -0.01 0.00 0.06
H -1.160 1.573 2.684 0.01 0.01 -0.02 0.06
H -2.876 1.980 2.577 0.01 0.00 0.03 0.09
H -3.909 0.176 0.506 0.03 0.00 -0.04 0.06
H -4.567 0.256 2.131 0.00 0.02 -0.01 0.09
H -4.124 -1.306 1.437 -0.01 0.00 0.02 0.09
H -1.754 -0.458 4.198 0.00 0.00 -0.01 0.05
H -2.911 -1.641 3.591 0.00 0.00 0.00 0.09
H -3.441 -0.017 4.034 0.00 0.00 0.01 0.09
C 3.610 -0.299 -2.362 0.01 -0.01 -0.01 -0.06
C 3.293 0.299 -3.575 0.00 0.00 0.00 -0.05
C 2.015 0.775 -3.777 -0.02 0.01 0.00 0.00
C 1.060 0.645 -2.769 0.04 0.06 0.05 -0.25
N 1.378 0.062 -1.598 0.07 -0.05 0.20 0.03
C 2.621 -0.388 -1.405 -0.04 -0.08 -0.01 -0.14
C -0.336 1.095 -2.851 -0.07 -0.07 -0.03 -0.25
C -0.832 1.758 -3.972 0.01 0.03 0.03 -0.04
C -2.161 2.148 -4.011 0.02 0.02 -0.02 -0.10
C -2.970 1.870 -2.918 -0.04 -0.01 0.02 -0.10
C -2.456 1.216 -1.804 0.00 0.04 0.04 -0.11
C -1.125 0.796 -1.715 0.29 -0.10 -0.12 -0.14
H 4.596 -0.692 -2.162 0.00 0.00 0.00 0.11
H 4.039 0.390 -4.355 0.00 0.00 0.00 0.11
H 1.746 1.245 -4.711 0.01 -0.01 -0.01 0.11
H 2.804 -0.857 -0.447 0.01 0.04 0.01 0.09
H -0.190 1.979 -4.817 -0.02 -0.01 -0.02 0.10
H -2.559 2.660 -4.877 0.00 0.00 -0.01 0.10
H -4.013 2.165 -2.932 0.00 0.01 0.00 0.10
H -3.127 1.049 -0.972 -0.02 -0.03 0.02 0.06
C -0.825 4.289 -0.916 -0.09 -0.10 0.04 -0.37
Se 0.693 3.148 -0.516 0.03 -0.17 0.26 0.99
C 1.017 3.774 1.308 0.04 0.11 -0.04 -0.55
C 2.478 3.580 1.668 -0.04 -0.03 -0.04 -0.55
Se 3.053 1.729 1.369 0.30 0.08 0.07 0.92
C 4.570 2.099 0.208 -0.02 0.08 -0.01 -0.40
H -1.623 4.119 -0.195 0.00 0.00 0.00 0.03
H -1.178 3.995 -1.904 0.01 0.00 0.01 0.01
H -0.528 5.335 -0.920 0.02 0.00 0.00 0.02
H 0.362 3.215 1.976 0.01 0.02 0.03 0.04
H 0.752 4.831 1.371 -0.01 -0.01 -0.03 0.07
H 2.660 3.839 2.710 0.01 -0.03 0.00 0.06
H 3.118 4.194 1.036 -0.02 0.03 0.01 0.06
H 5.251 2.790 0.700 0.01 0.00 -0.01 0.02
H 4.229 2.504 -0.743 0.00 -0.01 0.00 0.02
H 5.083 1.155 0.041 -0.02 -0.01 0.00 0.01

=====

# 2
92
Properties=species:S:1:pos:R:3:forces:R:3:mulliken_spin:R:1 method="wB97M-V/def2-TZVPD" lumo_energy_ev="0.07 / -1.54" charge=0 spin_multiplicity=3 s_squared=2.035
Pt -0.234 -0.112 0.215 0.34 -0.26 0.33 0.35
S 0.983 0.872 -1.482 -0.21 -0.18 0.21 0.12
C -0.684 1.428 -1.861 0.35 0.31 -0.32 -0.04
N -1.044 2.426 -2.551 -0.24 0.02 0.14 0.09
N -0.074 3.197 -3.101 0.16 -0.09 -0.11 0.02
C -0.392 4.380 -3.739 -0.10 -0.03 0.02 -0.01
C -1.716 4.712 -4.038 0.02 -0.03 0.06 0.01
C -1.995 5.904 -4.684 0.06 0.02 -0.02 0.00
C -0.978 6.779 -5.047 -0.04 0.03 -0.01 0.01
C 0.336 6.443 -4.750 0.00 -0.02 0.01 0.00
C 0.633 5.257 -4.100 0.02 0.02 -0.04 0.01
N -1.526 0.546 -1.183 0.16 0.07 0.36 0.27
N -2.569 0.105 -1.854 -0.14 0.14 -0.35 0.45
C -3.086 -1.138 -1.648 -0.13 -0.23 0.18 -0.08
C -4.210 -1.444 -2.447 -0.01 -0.03 0.05 0.14
C -4.824 -2.675 -2.372 -0.02 -0.02 -0.01 -0.08
C -4.352 -3.654 -1.498 0.02 0.01 0.05 0.16
C -3.244 -3.371 -0.708 -0.07 0.00 -0.05 -0.11
C -2.614 -2.140 -0.774 0.04 0.09 0.04 0.14
H 0.895 2.964 -2.931 -0.03 0.06 0.07 0.00
H -2.499 4.024 -3.754 -0.02 0.02 -0.02 0.00
H -3.023 6.152 -4.916 -0.01 -0.01 0.02 0.00
H -1.204 7.710 -5.549 -0.01 -0.01 -0.01 0.00
H 1.140 7.115 -5.024 0.01 -0.01 0.01 0.00
H 1.661 5.004 -3.865 0.00 0.00 0.00 0.00
H -4.563 -0.680 -3.127 0.00 0.01 -0.01 0.00
H -5.676 -2.888 -3.006 -0.02 0.02 0.01 0.00
H -4.840 -4.618 -1.435 0.01 -0.01 -0.01 0.01
H -2.870 -4.123 -0.022 0.02 -0.01 0.01 0.00
H -1.771 -1.933 -0.129 -0.16 -0.13 -0.09 0.08
C 0.650 -3.235 0.683 -0.02 0.03 0.00 0.00
C 1.549 -2.223 1.296 0.06 0.01 0.17 -0.01
N 1.365 -0.916 1.336 -0.28 -0.09 -0.33 0.00
C 2.429 -0.368 2.013 0.09 0.11 -0.03 0.00
C 3.271 -1.358 2.394 -0.05 -0.03 0.02 0.00
N 2.698 -2.524 1.936 0.06 -0.04 0.03 0.00
H 0.372 -2.930 -0.325 0.03 -0.03 -0.01 0.00
H -0.269 -3.319 1.266 0.00 0.01 0.00 0.00
H 1.135 -4.209 0.640 0.01 0.00 0.01 0.00
H 2.518 0.691 2.173 0.09 -0.11 -0.09 0.00
H 4.199 -1.342 2.936 0.01 0.00 -0.01 0.00
H 3.072 -3.450 2.046 -0.03 0.01 -0.01 0.00
N -1.323 -0.334 1.847 0.39 -0.01 -0.52 0.44
P -2.162 0.689 2.696 -0.67 0.52 0.66 -0.03
N -1.616 2.257 2.907 0.28 -0.36 -0.19 0.05
C -0.526 2.546 3.835 0.05 0.02 0.01 0.00
C 0.828 2.606 3.133 -0.15 0.05 -0.06 0.00
C 0.792 3.657 2.025 -0.07 -0.07 -0.04 0.00
C -0.336 3.321 1.053 0.03 -0.14 0.17 0.04
C -1.669 3.200 1.784 0.03 0.09 -0.09 0.02
N -3.714 0.978 2.182 0.19 -0.06 -0.07 0.01
C -4.581 2.081 2.601 -0.02 -0.01 -0.04 0.00
C -5.470 2.503 1.437 -0.03 -0.05 0.03 0.00
C -6.449 1.372 1.085 0.03 -0.02 0.01 0.00
C -5.815 -0.002 1.361 0.01 0.04 0.01 0.00
C -4.305 0.061 1.198 -0.11 -0.09 -0.04 0.03
N -2.209 0.080 4.243 0.16 -0.06 -0.23 -0.01
C -1.403 -1.053 4.699 0.03 -0.01 0.05 0.02
C -2.140 -1.810 5.810 -0.06 0.02 -0.02 0.00
C -3.642 -1.837 5.536 0.04 0.04 0.01 0.00
C -4.225 -0.409 5.528 0.03 -0.01 -0.01 0.00
C -3.120 0.610 5.243 -0.09 -0.03 -0.03 0.00
H -0.523 1.797 4.625 -0.04 -0.01 0.02 0.00
H -0.733 3.520 4.297 -0.01 -0.02 0.03 0.00
H 1.020 1.622 2.693 -0.13 0.17 0.12 -0.01
H 1.615 2.818 3.860 0.02 -0.01 0.02 0.00
H 1.746 3.701 1.496 0.02 0.01 0.00 0.00
H 0.621 4.642 2.474 0.04 0.03 -0.02 0.00
H -0.113 2.352 0.588 -0.04 0.36 0.04 -0.02
H -0.417 4.062 0.256 -0.01 0.02 -0.02 0.00
H -2.446 2.877 1.091 -0.01 0.02 0.00 -0.01
H -1.958 4.180 2.188 -0.04 -0.01 -0.01 0.00
H -3.970 2.911 2.947 0.03 0.02 0.03 0.00
H -5.228 1.777 3.437 0.04 0.01 0.03 0.00
H -4.835 2.736 0.578 0.00 0.02 0.00 0.00
H -6.011 3.413 1.698 0.02 0.01 -0.01 0.00
H -6.737 1.448 0.035 -0.01 0.01 0.00 0.00
H -7.362 1.478 1.676 -0.02 0.00 -0.03 0.00
H -6.211 -0.755 0.677 0.00 -0.01 0.02 0.01
H -6.050 -0.335 2.376 -0.01 -0.01 -0.01 0.00
H -4.066 0.385 0.184 0.04 0.02 -0.04 0.01
H -3.871 -0.925 1.333 0.06 -0.13 -0.05 -0.02
H -0.420 -0.722 5.064 -0.01 0.02 -0.01 0.00
H -1.224 -1.704 3.846 0.00 -0.01 0.00 -0.01
H -1.956 -1.337 6.778 0.01 -0.02 0.01 0.00
H -1.740 -2.823 5.875 0.02 0.01 0.02 0.00
H -4.149 -2.449 6.283 -0.02 -0.03 -0.04 0.00
H -3.811 -2.310 4.565 -0.01 0.00 0.00 0.00
H -4.702 -0.173 6.482 0.00 -0.01 0.00 0.00
H -4.989 -0.331 4.752 -0.03 0.02 0.03 0.00
H -2.562 0.833 6.160 0.01 0.03 -0.03 0.00
H -3.535 1.555 4.896 0.01 0.02 0.02 0.00